Entry i
The following is a quantum chemistry calculation of one molecule with the formula C9H18N2O, from OMol25.

Last column: natural (NBO) charge in e.
Element x y z (Å)
C: 1.990 0.558 -1.529  -0.24
C: 2.148 -0.110 -0.323  -0.34
C: 0.862 0.253 -2.401  -0.27
C: 1.826 -1.382 0.087  0.16
C: -0.252 2.074 1.013  -0.65
C: -2.665 1.527 0.480  -0.61
C: -1.255 -0.193 1.695  -0.60
C: 0.770 -3.553 -0.122  -0.24
C: -1.156 0.927 0.594  0.11
N: -0.199 0.911 -1.594  -0.31
N: -0.830 0.241 -0.674  -0.26
O: 1.124 -2.278 -0.614  -0.51
H: 2.215 1.589 -1.500  0.18
H: 2.719 0.466 0.505  0.22
H: 0.932 0.671 -3.318  0.20
H: 0.626 -0.801 -2.440  0.23
H: 1.963 -1.666 1.212  0.16
H: -0.194 2.145 2.010  0.22
H: 0.796 1.788 0.589  0.21
H: -0.628 2.919 0.462  0.21
H: -3.252 0.655 0.622  0.20
H: -2.809 1.964 -0.434  0.21
H: -2.841 2.055 1.369  0.20
H: -2.143 -0.862 1.563  0.22
H: -0.310 -0.702 1.791  0.21
H: -1.418 0.505 2.577  0.19
H: 0.419 -3.527 0.883  0.18
H: 1.612 -4.225 -0.281  0.18
H: -0.099 -3.779 -0.840  0.21
H: 0.048 1.830 -1.382  0.34

LUMO energy (spin up / spin down) = 0.928 / 0.305 eV
gap between HOMO and LUMO (spin up / spin down) = 7.70 / 6.98 eV

=====

Entry ii
The following is a quantum chemistry calculation of a 2-piece molecular cluster, C9H18N2O overall, from OMol25.

Last column: natural (NBO) charge in e.
Element x y z (Å)
C: -0.375 -4.866 0.713  -0.63
C: 0.880 -4.103 1.116  -0.06
C: 1.586 -0.787 1.372  0.06
C: 0.237 -0.186 1.436  -0.70
C: -1.231 3.959 -0.281  -0.25
C: -1.044 2.681 -1.013  -0.17
C: 0.159 2.136 -1.190  -0.25
C: 0.363 0.831 -1.797  -0.22
C: -0.583 0.168 -2.476  -0.38
H: -0.695 -4.536 -0.292  0.21
H: -1.191 -4.587 1.385  0.21
H: -0.203 -5.958 0.752  0.22
H: 1.290 -4.468 2.066  0.17
H: 1.668 -4.193 0.353  0.18
H: 2.485 -0.136 1.372  0.19
H: -0.340 -0.529 2.299  0.23
H: -0.366 -0.442 0.571  0.25
H: 0.305 0.897 1.500  0.22
H: -0.086 5.573 0.333  0.36
H: 0.003 5.269 -1.264  0.36
H: -1.474 3.744 0.778  0.20
H: -2.149 4.449 -0.654  0.17
H: -1.956 2.148 -1.299  0.20
H: 1.022 2.699 -0.848  0.23
H: 1.344 0.405 -1.707  0.21
H: -1.562 0.591 -2.690  0.19
H: -0.390 -0.826 -2.866  0.20
N: 1.784 -2.051 1.432  -0.13
N: -0.055 4.833 -0.349  -0.84
O: 0.575 -2.713 1.250  -0.42

LUMO energy = 0.814 eV
SMILES string = C=C/C=C/CN.C/C=N\OCC
gap between HOMO and LUMO = 9.29 eV

=====

Question: of the structures shown, which is the most stable? Reply: entry ii.